Entry 1:
The following is a DFT calculation (ωB97M-V with the def2-TZVPD basis set) of an isolated molecule of C3H4N2OS at a distorted geometry.

Cartesian coordinates (Å):
N (-1.6095, 0.5702, 1.2697)
H (1.2818, -0.3803, -1.9363)
C (1.4482, -0.0118, -0.9130)
H (2.3140, -0.6343, -0.3672)
H (-0.0371, -1.1583, 0.2302)
C (0.1596, -0.1376, -0.1107)
N (-1.9582, -0.5157, 1.3091)
H (1.5114, 1.0915, -0.8973)
C (-0.5509, 0.9464, 0.2773)
S (-2.0732, -1.9373, 1.0848)
O (-0.4862, 2.1672, 0.0533)

Values from the calculation:
LUMO level in eV: -2.335
Energy relative to the best compared isomer or geometry (same formula, charge and spin) in eV: 5.5406
Orbital gap in Ha: 0.200
Maximum force in hartree/bohr: 0.1053

Löwdin atomic charge list, values in e, 2 entries: N 0.20; H 0.06

***

Entry 2:
The following is a DFT calculation (ωB97M-V with the def2-TZVPD basis set) of an isolated molecule of C3H4N2OS at a distorted geometry.

Cartesian coordinates (Å):
O (-0.0875, -1.1347, 0.0140)
H (-1.7750, -1.7376, 0.9197)
N (-0.1099, 1.1658, -0.0019)
H (0.3970, 2.0460, -0.0461)
H (-3.2011, 0.2711, -0.0515)
C (-1.4961, -1.1822, -0.0089)
N (-1.4815, 1.2880, 0.0284)
C (0.6458, -0.0196, -0.0043)
C (-2.1240, 0.1618, -0.0227)
S (2.2562, -0.0385, -0.0034)
H (-1.8350, -1.8232, -0.8495)

Values from the calculation:
LUMO level in eV: 0.343
Structure (SMILES): S=C1NN=CCO1
Energy relative to the best compared isomer or geometry (same formula, charge and spin) in eV: 1.8401
Orbital gap in Ha: 0.340
Maximum force in hartree/bohr: 0.0485

Löwdin atomic charge list, values in e, 2 entries: O -0.08; H 0.14

***

Entry 3:
The following is a DFT calculation (ωB97M-V with the def2-TZVPD basis set) of an isolated molecule of C3H4N2OS at a distorted geometry.

Cartesian coordinates (Å):
H (1.5107, -0.0483, -1.8108)
H (2.3563, -0.2780, -0.1195)
H (-2.7606, -0.7664, -0.6999)
S (-1.8799, -0.1355, 1.4664)
O (0.4643, 0.9670, 2.1957)
C (1.5731, 0.2015, -0.7152)
N (-0.7913, -0.6545, -0.8056)
N (-1.9133, -0.7060, -0.1648)
H (1.4518, 1.2329, -0.6131)
C (-0.2206, 0.3920, 1.4460)
C (0.2094, -0.2047, -0.1792)

Values from the calculation:
LUMO level in eV: 0.592
Structure (SMILES): Cc1n[nH]sc1=O
Energy relative to the best compared isomer or geometry (same formula, charge and spin) in eV: 2.5151
Orbital gap in Ha: 0.344
Maximum force in hartree/bohr: 0.1171

Löwdin atomic charge list, values in e, 2 entries: H 0.10; H 0.09

***

Entry 4:
The following is a DFT calculation (ωB97M-V with the def2-TZVPD basis set) of an isolated molecule of C3H4N2OS at a distorted geometry.

Cartesian coordinates (Å):
N (1.6373, -0.2180, -0.0615)
H (-1.9398, 1.0863, -0.2015)
H (-2.6235, -0.7198, -0.6311)
H (-2.2064, -0.1721, 1.1328)
N (-0.4982, -0.3336, -0.1903)
H (3.7036, -0.3360, 0.1831)
C (2.7902, 0.1348, 0.0420)
C (-1.9113, -0.0580, 0.0209)
C (0.4390, 0.6546, -0.1318)
S (0.2449, -1.8907, -0.1034)
O (0.3642, 1.8525, -0.0592)

Values from the calculation:
LUMO level (spin up / spin down) in eV: -1.044 / -1.055
Energy relative to the best compared isomer or geometry (same formula, charge and spin) in eV: 4.3184
Orbital gap (spin up / spin down) in Ha: 0.266 / 0.265
Maximum force in hartree/bohr: 0.0463

Löwdin atomic charge list, values in e, 2 entries: N -0.14; H 0.11

***

Entry 5:
The following is a DFT calculation (ωB97M-V with the def2-TZVPD basis set) of an isolated molecule of C3H4N2OS at a distorted geometry.

Cartesian coordinates (Å):
C (0.4474, -0.2192, -0.3227)
H (0.4515, -0.9720, 1.6996)
N (0.0316, -1.2478, 0.5758)
H (2.3179, -0.7082, -0.5424)
C (-0.5011, 0.7233, -0.6459)
S (-3.2302, 0.5057, 0.6388)
H (1.9132, 0.9778, -0.7575)
C (-1.6853, 0.2249, 0.1315)
H (-0.2621, 1.7003, -0.9740)
O (-1.2776, -1.0909, 0.5842)
N (1.7948, 0.1063, -0.3875)

Values from the calculation:
LUMO level in eV: -0.352
Structure (SMILES): Nc1cc(=S)o[nH]1
Energy relative to the best compared isomer or geometry (same formula, charge and spin) in eV: 4.0191
Orbital gap in Ha: 0.295
Maximum force in hartree/bohr: 0.0897

Löwdin atomic charge list, values in e, 2 entries: C -0.34; H 0.26

***

Entry 6:
The following is a DFT calculation (ωB97M-V with the def2-TZVPD basis set) of an isolated molecule of C3H4N2OS at a distorted geometry.

Cartesian coordinates (Å):
H (-0.6161, 2.3817, 0.0672)
N (2.8737, -0.5828, 0.0161)
H (1.8764, 1.8109, -0.4982)
C (-0.8610, 0.0848, 0.1044)
C (-0.2192, 1.3318, 0.2541)
H (2.9050, -1.5403, -0.3586)
C (1.1307, 1.1138, -0.1182)
H (2.8275, -0.5558, 1.1734)
N (1.4589, -0.1391, -0.2844)
O (0.1345, -0.8655, 0.1510)
S (-2.4188, -0.3313, -0.0722)

Values from the calculation:
LUMO level in eV: -0.163
Structure (SMILES): Nn1ccc(=S)o1
Energy relative to the best compared isomer or geometry (same formula, charge and spin) in eV: 4.7125
Orbital gap in Ha: 0.298
Maximum force in hartree/bohr: 0.1067

Löwdin atomic charge list, values in e, 2 entries: H 0.13; N 0.10

***

Entry 7:
The following is a DFT calculation (ωB97M-V with the def2-TZVPD basis set) of a cluster of 2 separate species, C3H4N2OS in total at a distorted geometry.

Cartesian coordinates (Å):
C (1.2244, 2.1634, -1.1298)
N (-0.2923, -1.1928, -0.3828)
C (0.1093, 0.0382, 0.1186)
H (-1.3189, -1.2578, -0.0655)
H (-0.0384, -2.4866, -1.9483)
O (-0.2493, -1.1388, -1.7630)
H (1.7928, 3.1903, -1.2112)
H (-0.5833, -0.0153, 3.5680)
C (0.6796, 1.0927, -0.7510)
N (-0.1955, 0.3789, 1.2997)
S (-1.1283, -0.7722, 2.2652)

Values from the calculation:
LUMO level in eV: -0.321
Energy relative to the best compared isomer or geometry (same formula, charge and spin) in eV: 8.1946
Orbital gap in Ha: 0.309
Maximum force in hartree/bohr: 0.1390

Löwdin atomic charge list, values in e, 2 entries: C 0.11; N -0.15

***

Entry 8:
The following is a DFT calculation (ωB97M-V with the def2-TZVPD basis set) of an isolated molecule of C3H4N2OS at a distorted geometry.

Cartesian coordinates (Å):
C (0.2937, -0.5404, 0.1109)
H (0.8800, -1.4503, 0.2475)
H (-1.5989, -1.6664, 0.2919)
S (3.1898, -0.3336, -0.3061)
N (0.7038, 0.6936, 0.0640)
N (-1.0876, -0.7637, 0.0992)
H (-1.5973, 1.1604, -0.5768)
C (-2.0362, 0.2521, -0.2580)
C (2.0632, 0.8254, 0.0775)
H (2.4343, 1.7116, 0.5335)
O (-3.2450, 0.1113, -0.2836)

Values from the calculation:
LUMO level in eV: -0.988
Structure (SMILES): O=CN/C=N/C=S
Energy relative to the best compared isomer or geometry (same formula, charge and spin) in eV: 1.3421
Orbital gap in Ha: 0.294
Maximum force in hartree/bohr: 0.0501

Löwdin atomic charge list, values in e, 2 entries: C -0.19; H 0.10